--- a ---
ORCA calculation (ωB97M-V/def2-TZVPD) on a 2-piece molecular cluster, C6H13NO overall.

```
21
Properties=species:S:1:pos:R:3:lowdin_spin:R:1
C 0.13 0.92 -0.43 0.0346
H 3.21 0.43 1.38 0.0000
H -1.96 2.17 0.33 0.0054
N -1.89 1.32 0.76 0.1687
H 0.08 2.09 -0.59 0.0003
H -3.04 -0.91 1.37 0.0058
C 1.84 0.48 -2.32 0.0157
H 2.10 -0.40 -3.02 0.0001
H -0.47 -1.74 0.25 0.0117
H -2.20 1.12 1.66 0.0057
H -2.58 -2.53 1.10 0.0040
C -2.19 -1.63 1.52 0.0563
O 2.93 -0.45 1.00 0.0054
H 1.59 1.53 -2.84 0.0047
H -1.68 -1.44 2.45 0.0247
H 0.61 -0.99 -1.33 -0.0003
C -0.93 0.31 0.32 0.1485
H 2.73 0.88 -1.86 0.0072
C -1.10 -0.98 0.71 0.4090
C 0.88 0.15 -1.18 0.0915
H 1.95 -0.33 0.71 0.0009
```

Its multiplicity is 2. The LUMO energy (alpha / beta) comes out at -4.4 / -7.2 eV. The calculation puts the HOMO-LUMO gap (alpha / beta) at 9.53 / 7.17 eV. The net charge is +1. The expectation value of S² is 0.76.

---

--- b ---
ORCA calculation (ωB97M-V/def2-TZVPD) on a 2-piece molecular cluster, C6H13NO overall.

```
21
Properties=species:S:1:pos:R:3:lowdin_spin:R:1
H 3.64 -0.26 0.95 0.0000
H 1.68 0.04 -2.39 0.0007
C -1.01 -0.55 0.51 0.0963
N -2.28 0.11 0.34 0.2875
C 0.73 0.78 -0.64 0.0531
H 1.58 1.77 -2.36 0.0023
H -0.31 -2.05 1.94 0.0181
H -3.36 1.67 -0.62 -0.0003
C 1.73 0.91 -1.69 0.0108
H -2.54 0.39 1.28 0.0053
H -2.11 0.89 -1.55 0.0048
H 0.44 1.75 -0.22 0.0026
H 0.38 -1.26 -0.96 0.0002
C -2.34 1.30 -0.55 0.0274
C 0.08 -0.37 -0.42 0.0127
H -1.69 2.12 -0.30 0.0110
O 3.17 -1.08 0.72 0.0001
H 2.79 0.96 -1.38 0.0037
H -1.83 -1.14 2.37 0.0176
C -1.00 -1.25 1.68 0.4460
H 3.18 -1.61 1.53 0.0000
```

Its multiplicity is 2. The LUMO energy (alpha / beta) comes out at -3.9 / -7.2 eV. The calculation puts the HOMO-LUMO gap (alpha / beta) at 10.03 / 6.77 eV. The net charge is +1. The expectation value of S² is 0.77.

---

--- c ---
ORCA calculation (ωB97M-V/def2-TZVPD) on an isolated ion of composition C6H13NO and charge +1.

```
21
Properties=species:S:1:pos:R:3:lowdin_spin:R:1
C 1.41 0.83 -0.03 0.0072
H 2.57 2.63 0.04 0.0002
H 0.84 2.92 0.14 0.0000
C 1.60 2.32 -0.35 0.0011
C 0.30 0.14 -0.80 0.0586
H 2.39 0.33 -0.10 0.0017
C -1.20 -0.90 0.88 0.2708
N -1.66 -3.29 1.14 0.2774
H -1.11 -0.71 1.95 0.0074
H 1.30 0.77 1.06 0.0012
C -1.50 -2.16 0.38 0.2545
H 0.13 0.68 -1.73 0.0057
H 2.10 2.34 -2.28 0.0000
H -0.91 -3.50 1.79 0.0069
H -1.06 1.20 0.50 -0.0008
H -1.63 -2.28 -0.69 0.0122
H 0.59 -0.89 -1.02 0.0021
C -1.07 0.25 -0.02 0.0571
H -1.90 0.21 -0.73 0.0141
O 1.37 2.62 -1.72 0.0019
H -2.56 -3.50 1.57 0.0205
```

Its multiplicity is 2. The LUMO energy (alpha / beta) comes out at -4.4 / -8.1 eV. The calculation puts the HOMO-LUMO gap (alpha / beta) at 9.17 / 5.45 eV. The net charge is +1. The expectation value of S² is 0.76.

---

--- d ---
ORCA calculation (ωB97M-V/def2-TZVPD) on a 2-piece molecular cluster, C6H13NO overall.

```
21
Properties=species:S:1:pos:R:3:lowdin_spin:R:1
C -1.79 1.43 -1.16 0.1552
H 1.20 -0.94 3.06 0.0000
C -2.26 2.48 -0.19 0.0082
H -1.65 3.37 -0.30 -0.0002
H 2.32 -3.16 2.41 0.0000
H 2.89 -3.34 0.68 0.0000
N -2.26 0.19 -1.02 0.2567
H 1.33 -0.48 -0.37 0.0004
O 2.07 -1.04 -0.16 0.0004
C 1.17 -0.60 2.03 0.0000
H 1.62 0.39 1.94 0.0000
H -2.05 -0.48 -1.76 0.0029
C -0.87 1.68 -2.17 0.5216
H -2.18 2.11 0.83 0.0010
C 1.90 -1.55 1.11 0.0000
H -3.15 0.04 -0.56 0.0068
H -0.52 0.91 -2.84 0.0211
H -3.30 2.72 -0.39 0.0025
H -0.49 2.67 -2.34 0.0231
C 2.35 -2.76 1.41 0.0000
H 0.13 -0.60 1.67 0.0000
```

Its multiplicity is 2. The LUMO energy (alpha / beta) comes out at -4.0 / -7.8 eV. The calculation puts the HOMO-LUMO gap (alpha / beta) at 7.42 / 3.70 eV. The net charge is +1. The expectation value of S² is 0.76.

---

Which is most stable, and by how much? d, by 10.9 kcal/mol.

---

--- a ---
ORCA calculation (ωB97M-V/def2-TZVPD) on a 2-piece molecular cluster, C2H4NP overall.

```
8
Properties=species:S:1:pos:R:3:lowdin_spin:R:1
N 2.95 0.06 0.16 0.1139
H -0.97 1.17 1.33 0.0209
P -0.65 1.06 -0.03 0.3874
H -2.14 1.11 -0.19 0.0995
C -0.41 -0.69 -0.32 0.7419
H -0.21 -1.33 0.46 0.0451
H -0.42 -1.21 -1.34 0.0203
C 1.84 -0.17 -0.06 0.5712
```

Its multiplicity is 3. The LUMO energy (alpha / beta) comes out at 0.9 / -4.2 eV. The calculation puts the HOMO-LUMO gap (alpha / beta) at 8.94 / 6.74 eV. The net charge is 0. The expectation value of S² is 2.02.

---

--- b ---
ORCA calculation (ωB97M-V/def2-TZVPD) on one molecule with the formula C2H4NP.

```
8
Properties=species:S:1:pos:R:3:lowdin_spin:R:1
C 0.19 0.40 0.06 0.1703
P -1.48 -0.52 -0.02 0.9042
N -2.74 0.40 0.02 0.7269
H 0.33 1.52 0.14 0.0079
H -3.55 -0.16 -0.22 0.0151
H 1.22 -1.38 -0.34 0.0107
C 1.23 -0.41 0.01 0.1555
H 2.17 0.07 0.10 0.0092
```

Its multiplicity is 3. The LUMO energy (alpha / beta) comes out at 1.3 / -2.5 eV. The calculation puts the HOMO-LUMO gap (alpha / beta) at 7.96 / 7.61 eV. The net charge is 0. The expectation value of S² is 2.02.

---

--- c ---
ORCA calculation (ωB97M-V/def2-TZVPD) on a 2-piece molecular cluster, C2H4NP overall.

```
8
Properties=species:S:1:pos:R:3:lowdin_spin:R:1
N -1.94 1.20 0.45 0.0012
C -0.01 -0.43 0.97 0.0120
P 1.66 0.82 -2.55 1.8065
C -1.07 0.49 0.68 0.0052
H -0.27 -1.42 0.59 0.0000
H 0.58 -0.07 -2.67 0.1529
H 0.14 -0.49 2.05 0.0004
H 0.91 -0.09 0.49 0.0218
```

Its multiplicity is 3. The LUMO energy (alpha / beta) comes out at 0.8 / -1.4 eV. The calculation puts the HOMO-LUMO gap (alpha / beta) at 10.23 / 10.12 eV. The net charge is 0. The expectation value of S² is 2.00.

---

Which is most stable, and by how much? c, by 31.9 kcal/mol.

---

--- a ---
ORCA calculation (ωB97M-V/def2-TZVPD) on a 3-piece molecular cluster, C3H12N2O3 overall.

```
20
Properties=species:S:1:pos:R:3:nbo_charge:R:1
H -2.96 -1.23 1.84 0.2308
C -1.99 -1.67 1.45 -0.7215
H 3.15 -2.00 -5.76 0.4768
H 1.88 -1.68 -4.85 0.4740
N -1.70 0.37 0.15 -0.6705
H -2.20 -2.40 0.66 0.2388
O 2.19 -1.91 -5.73 -0.9507
H 2.05 1.82 4.38 0.4757
O 2.90 1.62 3.98 -0.9516
C -0.82 1.46 -0.26 -0.0645
H -1.56 -2.06 2.38 0.2445
N 0.36 1.03 -1.03 -0.8464
O -0.05 -0.25 1.54 -0.6098
H 2.92 1.81 3.04 0.4761
H -1.31 1.99 -1.09 0.1851
H -2.57 0.39 -0.36 0.4099
H -0.56 2.18 0.54 0.1997
C -1.12 -0.52 1.05 0.6826
H 0.25 0.16 -1.52 0.3563
H 1.14 0.90 -0.40 0.3648
```

The structure (SMILES) is CC(=O)NCN.O.O. The LUMO energy comes out at 0.6 eV. The calculation puts the HOMO-LUMO gap at 9.88 eV. The net charge is 0.

---

--- b ---
ORCA calculation (ωB97M-V/def2-TZVPD) on a 3-piece molecular cluster, C3H12N2O3 overall.

```
20
Properties=species:S:1:pos:R:3:nbo_charge:R:1
H 2.46 1.05 -0.98 0.2001
O -3.82 -2.54 -0.04 -0.9504
H 1.80 -0.76 0.58 0.3644
H -2.91 -2.70 0.22 0.4782
H -0.58 1.36 0.96 0.4058
H 2.32 0.25 2.63 0.2053
N -0.46 2.06 0.23 -0.8324
H 0.94 0.20 -1.28 0.2211
O -1.31 -4.50 -0.60 -0.9521
C 2.23 0.90 1.78 -0.4275
C 1.48 0.81 -0.55 -0.3246
H -1.03 2.89 0.37 0.4001
H 1.57 1.67 2.16 0.1957
H -1.75 -4.77 -1.41 0.4786
H -1.75 -4.92 0.14 0.4749
H -3.79 -1.91 -0.77 0.4708
C 0.64 2.09 -0.56 0.6586
H 3.21 1.27 1.46 0.1822
N 1.46 0.17 0.77 -0.6317
O 0.89 3.04 -1.28 -0.6169
```

The structure (SMILES) is CNCC(N)=O.O.O. The LUMO energy comes out at 0.5 eV. The calculation puts the HOMO-LUMO gap at 9.97 eV. The net charge is 0.

---

Which is most stable, and by how much? b, by 10.8 kcal/mol.

---

--- a ---
ORCA calculation (ωB97M-V/def2-TZVPD) on a 2-piece molecular cluster, C2H9N2 overall.

```
13
Properties=species:S:1:pos:R:3:nbo_charge:R:1
H -2.20 1.38 -0.75 0.4386
H -0.59 0.67 -0.19 0.4818
H 1.44 -0.10 -2.28 0.2193
C 0.85 -1.03 0.93 -0.4218
N 0.42 -0.55 -0.48 -0.5139
C 1.25 0.09 -1.25 0.0401
H -1.93 1.36 0.82 0.4159
H -2.42 0.06 0.22 0.4493
H 1.54 -1.77 0.85 0.2329
N -1.77 0.85 0.02 -0.9055
H 2.08 0.56 -0.79 0.1480
H 1.32 -0.13 1.31 0.1945
H 0.01 -1.40 1.59 0.2208
```

The LUMO energy comes out at -4.3 eV. The calculation puts the HOMO-LUMO gap at 9.59 eV. The net charge is +1.

---

--- b ---
ORCA calculation (ωB97M-V/def2-TZVPD) on a 2-piece molecular cluster, C2H9N2 overall.

```
13
Properties=species:S:1:pos:R:3:nbo_charge:R:1
H 0.16 -0.29 1.05 0.4901
N -1.56 0.43 1.23 -1.1042
H 1.64 -1.12 0.65 0.4366
H -2.28 -0.11 1.73 0.3882
C 0.67 0.88 -1.25 -0.3241
H -2.07 0.60 0.36 0.3850
H 0.91 -1.14 -1.76 0.2361
H 0.28 -1.88 0.37 0.4406
C 0.68 -0.41 -1.00 -0.0815
H 0.64 1.28 -2.24 0.2475
H -1.60 1.31 1.73 0.3903
H 0.75 1.63 -0.46 0.2175
N 0.66 -0.93 0.38 -0.7220
```

The LUMO energy comes out at -3.3 eV. The calculation puts the HOMO-LUMO gap at 12.00 eV. The net charge is +1.

---

Which is most stable, and by how much? b, by 51.0 kcal/mol.